76
Properties=species:S:1:pos:R:3:forces:R:3 method="wB97M-V/def2-TZVPD" homo_lumo_gap_ev="6.95 / 6.92" multiplicity=2 homo_ha="-0.2808 / -0.2808" s_squared=0.75 de_lowest_kcal_mol=20.4
Ti 2.8810 -0.6635 -1.0899 0.5510 -1.1280 -0.3602
C 5.8473 2.0790 -2.6994 0.0166 0.1148 -0.1618
C 4.6487 1.4205 -2.1145 -0.0463 -0.0138 0.0579
N 4.3776 0.1532 -2.2467 0.5533 0.4980 -0.5120
O 5.2498 -0.5671 -3.0840 0.0816 0.0980 0.1276
C 3.7161 2.1809 -1.3060 0.1291 -0.0241 -0.1682
C 3.8489 3.6328 -0.9978 0.0474 0.0857 -0.0501
N 2.7601 1.4263 -0.8400 -0.3196 0.8087 0.4883
O 1.8520 1.9030 -0.0790 0.0899 0.0874 -0.2402
H 6.2316 1.5284 -3.5512 -0.0077 -0.0371 0.0145
H 6.6354 2.1544 -1.9456 -0.0383 -0.0430 0.0421
H 5.5970 3.0956 -2.9993 0.0082 -0.0100 0.0131
H 5.8835 -0.9832 -2.4815 -0.1161 -0.1385 -0.0172
H 4.8132 3.8599 -0.5379 0.0056 -0.0341 0.0001
H 3.0595 3.9136 -0.3051 -0.0125 -0.0167 -0.0115
H 3.7610 4.2479 -1.8962 -0.0411 0.0066 0.0103
Se -2.8897 -0.3959 2.2811 -0.0508 -0.0357 0.0280
P -2.8024 -0.2421 0.1951 0.2136 0.1943 -0.0869
C -3.4076 1.3596 -0.4368 -0.0486 0.0354 -0.0218
C -3.9262 2.2924 0.4526 -0.0160 -0.0098 0.0433
C -4.3762 3.5233 -0.0080 -0.0065 0.0004 0.0153
C -4.3132 3.8248 -1.3588 0.0149 -0.0221 -0.0449
C -3.8002 2.8925 -2.2540 -0.0173 0.0311 0.0364
C -3.3480 1.6657 -1.7980 0.0398 -0.0546 -0.0325
C -3.7657 -1.5149 -0.6499 -0.0646 -0.0529 -0.0011
C -3.2994 -2.8275 -0.6195 0.0400 -0.0040 0.0190
C -4.0449 -3.8416 -1.1905 -0.0341 -0.0156 -0.0178
C -5.2678 -3.5558 -1.7884 0.0321 -0.0093 0.0142
C -5.7394 -2.2541 -1.8083 0.0120 0.0175 0.0070
C -4.9895 -1.2319 -1.2384 -0.0670 -0.0053 -0.0351
C -1.1776 -0.4035 -0.6073 -0.2220 -0.1120 -0.1367
C 0.1666 -0.2744 -0.2876 0.0449 0.4252 0.3659
N 0.8402 -0.4755 -1.4492 -0.0650 -0.1589 0.6237
N -0.0251 -0.7362 -2.4176 0.0327 0.0374 -0.0363
N -1.2328 -0.6784 -1.9397 0.0726 -0.0199 -0.0124
P 1.0365 0.0455 1.2930 -0.2952 -0.6431 0.1830
Se 3.2068 -0.4757 1.4301 -0.7074 0.1068 -0.0154
C 0.3950 -1.3732 2.2565 -0.0084 -0.0021 0.2188
C 0.2577 -2.6074 1.6273 0.0332 -0.0187 -0.1173
C -0.1756 -3.7175 2.3324 -0.0186 -0.0425 0.0207
C -0.4660 -3.6156 3.6852 0.0145 0.0702 0.0092
C -0.3173 -2.3936 4.3234 0.0032 -0.0424 -0.0354
C 0.1079 -1.2808 3.6139 0.0118 0.0049 0.0573
C 0.4591 1.5185 2.1484 0.0950 0.2128 -0.2058
C -0.5290 2.3117 1.5782 -0.0575 -0.0097 0.0050
C -0.9704 3.4467 2.2373 0.0072 -0.0132 0.0048
C -0.4147 3.8027 3.4579 0.0204 -0.0202 0.0081
C 0.5975 3.0305 4.0102 -0.0202 0.0019 -0.0037
C 1.0433 1.8942 3.3515 0.0703 -0.0159 0.0673
H -3.9681 2.0453 1.5069 0.0049 -0.0018 -0.0026
H -4.7778 4.2446 0.6926 -0.0016 -0.0038 0.0011
H -4.6635 4.7842 -1.7182 0.0009 -0.0007 0.0025
H -3.7487 3.1214 -3.3106 -0.0047 0.0086 0.0017
H -2.9421 0.9462 -2.4976 0.0114 -0.0274 0.0168
H -2.3512 -3.0547 -0.1454 0.0025 0.0308 0.0018
H -3.6734 -4.8580 -1.1705 -0.0073 -0.0012 -0.0035
H -5.8503 -4.3509 -2.2358 -0.0003 0.0013 0.0000
H -6.6923 -2.0264 -2.2681 0.0007 -0.0027 -0.0008
H -5.3682 -0.2181 -1.2595 0.0235 0.0120 0.0145
H 0.4789 -2.7142 0.5706 0.0198 0.0287 0.0027
H -0.2891 -4.6654 1.8213 0.0017 0.0058 -0.0023
H -0.8112 -4.4801 4.2371 -0.0020 -0.0049 -0.0085
H -0.5524 -2.2957 5.3753 -0.0013 -0.0063 -0.0013
H 0.1656 -0.3347 4.1329 0.0349 0.0439 -0.0561
H -0.9487 2.0579 0.6139 0.0327 0.0051 0.0035
H -1.7484 4.0509 1.7885 0.0042 0.0040 0.0058
H -0.7601 4.6893 3.9740 -0.0010 0.0016 -0.0042
H 1.0514 3.3135 4.9509 -0.0099 0.0121 -0.0002
H 1.8571 1.3182 3.7762 -0.0039 -0.0432 -0.0483
C 4.1804 -4.7787 -1.6560 0.0880 0.1108 0.0427
O 4.6196 -3.5337 -1.0563 -0.0516 -0.0822 -0.0271
C 3.8074 -2.5107 -1.1824 0.0783 -0.0024 -0.1333
O 2.7266 -2.6160 -1.8081 -0.1327 -0.0950 0.0739
H 4.9511 -5.5009 -1.4093 -0.0093 -0.0213 -0.0154
H 4.0912 -4.6537 -2.7326 -0.0285 -0.0395 -0.0073
H 3.2215 -5.0737 -1.2377 -0.0094 -0.0165 -0.0125

***

88
Properties=species:S:1:pos:R:3:forces:R:3 method="wB97M-V/def2-TZVPD" homo_lumo_gap_ev="5.28 / 4.66" multiplicity=1 homo_ha="-0.3940 / -0.3900" charge=+1
W 0.5528 0.5292 -1.0521 -0.1878 -0.0724 -0.9582
C 0.2547 -3.1194 0.8120 -0.0436 0.1080 0.1249
C 0.6348 -2.5948 2.1908 0.0977 -0.0562 -0.2930
C 2.1192 -2.2453 2.2931 -0.1723 0.0039 0.0717
C -0.3592 -1.5157 2.5761 0.1478 -0.1837 -0.1189
C -1.3019 -1.9298 3.5068 0.0641 0.1397 -0.0430
C -2.2910 -1.0868 3.9663 0.0128 0.0394 0.0728
C -2.2894 0.2171 3.5405 0.1069 -0.1524 0.0128
C -1.3515 0.6969 2.6257 0.0761 -0.0086 -0.2160
C -1.4331 2.2047 2.4543 0.2579 0.1274 -0.1861
C -0.8975 2.7797 1.1522 -0.3780 -0.1246 0.0966
C -0.7742 2.8946 3.6596 -0.2362 -0.0195 -0.1036
C -0.4309 -0.2038 2.0513 -0.7743 -0.0305 0.1910
N 0.6059 0.2913 1.1248 -0.5526 0.2764 -1.3621
C 1.5904 0.8564 1.9450 1.1743 0.3883 0.0040
C 1.6602 0.7619 3.3504 0.0600 -0.1809 -0.1653
C 2.6583 1.3959 4.0627 0.0292 -0.0263 0.0372
C 3.6136 2.1863 3.4387 -0.1149 -0.0298 -0.1113
C 3.5779 2.3198 2.0611 -0.2168 0.0966 -0.1895
C 2.5926 1.6398 1.3894 -0.4203 -0.3169 -0.6010
F 2.5339 1.6863 -0.0108 -0.1163 0.1014 0.8283
H 0.9860 -3.8420 0.4515 0.0037 0.0011 -0.0624
H 0.1814 -2.2695 0.1264 -0.0057 -0.3786 0.1013
H -0.7262 -3.5884 0.8528 -0.0509 -0.0089 -0.0915
H 0.4795 -3.4141 2.8970 -0.0299 0.0946 0.0369
H 2.4402 -1.5314 1.5408 -0.0104 -0.0120 -0.0151
H 2.6994 -3.1585 2.1705 0.0882 -0.0501 -0.0215
H 2.3470 -1.8259 3.2693 0.1077 -0.0160 0.1199
H -1.2537 -2.9421 3.8791 0.0328 -0.1023 -0.0051
H -3.0234 -1.4384 4.6759 -0.1055 -0.0220 0.0604
H -3.0263 0.9043 3.9293 -0.0619 0.1164 -0.0015
H -2.4968 2.4490 2.4903 -0.0065 -0.0890 -0.0116
H 0.1753 2.9755 1.2118 -0.1046 -0.1800 -0.1710
H -1.3960 3.7248 0.9434 0.0572 0.0443 -0.0580
H -1.1606 2.1047 0.3170 0.1939 0.5240 0.3187
H 0.3071 2.7730 3.6491 -0.0148 0.0676 -0.0035
H -1.1606 2.4750 4.5861 0.0308 0.0378 0.1324
H -1.0009 3.9582 3.6454 -0.0025 0.1255 -0.0056
H 0.9239 0.1834 3.8819 0.0023 -0.0068 0.0754
H 2.6774 1.2796 5.1362 -0.0131 0.0139 0.0624
H 4.3696 2.6969 4.0119 0.0878 0.0509 0.0568
H 4.2713 2.9458 1.5229 0.0976 0.0168 -0.0567
N -1.5950 -1.7604 -3.4048 -0.0134 0.3015 -0.3790
C -0.4778 -2.2718 -2.9157 0.1059 0.1355 -0.0457
N 0.3993 -1.6656 -2.1104 0.3620 -0.0824 0.5979
C 1.4775 -2.5301 -1.8825 -0.1437 -0.5645 -0.5318
C 1.3902 -3.7450 -2.4766 -0.0240 0.5354 0.2031
S -0.0547 -3.8947 -3.3807 -0.0732 0.3810 0.2028
C 2.6333 -2.1384 -1.1034 0.6703 -0.3170 0.2202
C 3.6617 -2.9824 -0.8345 -0.3277 0.3226 0.0752
S 4.9934 -2.1414 -0.1659 -0.3195 0.3575 -0.1229
C 4.0953 -0.6591 -0.3257 -0.1885 -0.2135 -0.0281
N 2.8365 -0.8184 -0.7123 -0.2713 -0.0745 -0.2899
N 4.7390 0.4971 -0.0931 0.4365 0.2697 0.0080
H -1.7524 -0.7426 -3.3974 0.1625 -0.7242 0.1671
H -2.1631 -2.3218 -4.0174 0.0197 0.0010 0.0666
H 2.0903 -4.5549 -2.4527 0.1607 -0.0834 0.0671
H 3.7341 -4.0331 -1.0219 -0.0729 -0.2310 -0.0045
H 5.7133 0.4337 0.1547 -0.0444 0.0190 -0.0752
H 4.4690 1.3307 -0.5935 -0.0609 -0.1921 0.0770
S 2.2342 0.5156 -2.9240 -0.7845 -0.0547 0.3618
C 1.3834 0.9263 -4.4202 -0.0300 0.1638 0.4968
C 2.1314 0.9921 -5.5915 0.0302 0.0327 0.2243
C 1.5115 1.2612 -6.7965 0.0071 -0.0085 0.0562
C 0.1377 1.4528 -6.8359 -0.0676 -0.0086 -0.0659
C -0.6091 1.3930 -5.6740 -0.1376 0.0546 0.0987
C 0.0096 1.1361 -4.4555 -0.0210 0.2204 0.4863
S -1.0000 1.0816 -2.9838 1.4185 -0.2278 0.4238
H 3.1976 0.8309 -5.5309 0.1130 0.0010 -0.0972
H 2.1006 1.3250 -7.6991 0.0081 -0.0255 -0.0625
H -0.3524 1.6544 -7.7755 -0.0602 0.0275 -0.0699
H -1.6766 1.5516 -5.6926 -0.1405 0.0563 -0.0904
Br 0.8053 3.0858 -1.5421 -0.2619 -0.7952 0.4358
F -3.8117 -0.7239 -2.7353 -0.1668 0.4446 0.1989
C -3.8760 -1.2678 -1.5315 0.0290 -0.7444 -0.1327
F -3.4905 -2.5441 -1.6762 -0.1177 0.0206 0.2131
F -5.1229 -1.2687 -1.0998 0.0615 0.0711 0.0642
S -2.7951 -0.6079 -0.0904 0.3097 -0.2391 -0.2911
O -1.4938 -0.0857 -0.6920 0.4985 0.4210 -0.1133
O -2.5624 -1.8106 0.6225 -0.1829 -0.1138 0.3573
N -3.5731 0.4601 0.6766 0.0629 0.3064 -0.1890
S -4.2970 1.6869 -0.0925 0.1174 -0.0886 0.1439
O -4.4966 1.3238 -1.4560 -0.5087 0.2422 -0.5175
O -3.7062 2.9462 0.1943 -0.0083 0.2495 0.3692
C -5.8995 1.6330 0.8597 0.0725 -0.2235 0.2235
F -6.4607 0.4400 0.7300 -0.0433 -0.0875 -0.1281
F -5.5966 1.8254 2.1409 0.0343 0.0803 0.1199
F -6.7599 2.5611 0.4787 0.2803 0.0784 -0.2765

***

Number 1: calculated total energy -8147.16839 Eh, strongest force on any atom 1.3 eV/A. Number 2: calculated total energy -7596.49789 Eh, strongest force on any atom 1.5 eV/A.